(1)
Computed, not measured: a cluster of 3 separate species, C30H62F5N3O10P2S in total, with wB97M-V/def2-TZVPD.

Values from the calculation:
Energy, Eh: -3677.2622
Structure (SMILES): CCO[C@]1(CCCC(F)(F)C(F)(F)F)NC(=O)[C@H](CNC)[C@@]1(S)CCCCCN.CCOP(=O)(OCC)OCC.CCOP(=O)(OCC)OCC
HOMO-LUMO gap, eV: 8.6
Spin multiplicity: 1

Cartesian coordinates (Å):
1 C -0.644 -4.193 -3.754
2 C -1.078 -4.187 -2.278
3 O -0.108 -3.430 -1.556
4 C -0.641 -2.371 -0.789
5 C -1.340 -1.270 -1.619
6 C -0.394 -0.240 -2.256
7 C -1.203 0.909 -2.889
8 C -1.459 2.091 -1.960
9 F -0.750 2.054 -0.818
10 F -1.048 3.218 -2.618
11 C -2.973 2.328 -1.580
12 F -3.047 2.596 -0.257
13 F -3.457 3.407 -2.193
14 F -3.743 1.255 -1.785
15 N 0.566 -1.866 -0.135
16 C 0.274 -1.072 0.942
17 O 0.955 -0.224 1.475
18 C -1.191 -1.461 1.311
19 C -1.404 -1.427 2.857
20 N -2.190 -0.307 3.341
21 C -3.580 -0.321 2.924
22 C -1.470 -2.766 0.527
23 S -0.330 -3.965 1.391
24 C -2.907 -3.231 0.332
25 C -3.708 -3.674 1.577
26 C -3.399 -5.088 2.146
27 C -3.300 -5.101 3.701
28 C -1.919 -5.460 4.240
29 N -2.020 -5.516 5.738
30 H -0.527 -3.150 -4.057
31 H 0.314 -4.698 -3.865
32 H -1.408 -4.636 -4.394
33 H -1.034 -5.222 -1.931
34 H -2.079 -3.767 -2.249
35 H -2.080 -0.724 -1.032
36 H -1.895 -1.721 -2.447
37 H 0.138 -0.734 -3.075
38 H 0.368 0.148 -1.585
39 H -2.118 0.487 -3.304
40 H -0.632 1.271 -3.742
41 H 1.333 -1.610 -0.740
42 H -1.711 -0.557 0.970
43 H -1.761 -2.381 3.245
44 H -0.414 -1.290 3.301
45 H -1.742 0.569 3.121
46 H -4.255 -0.712 3.691
47 H -3.768 -0.897 2.008
48 H -3.923 0.695 2.713
49 H -0.193 -4.973 0.512
50 H -3.444 -2.358 -0.065
51 H -3.006 -4.028 -0.403
52 H -4.752 -3.703 1.252
53 H -3.671 -2.966 2.398
54 H -2.548 -5.577 1.679
55 H -4.265 -5.720 1.925
56 H -3.974 -5.873 4.075
57 H -3.583 -4.143 4.139
58 H -1.169 -4.704 4.022
59 H -1.589 -6.451 3.924
60 H -1.398 -4.811 6.113
61 H -1.642 -6.389 6.083
62 O 1.527 2.869 5.088
63 P 0.583 3.863 5.662
64 O -0.626 2.990 6.316
65 C -0.365 2.226 7.492
66 C -0.149 3.098 8.718
67 O -0.167 4.432 4.326
68 C 0.335 4.143 3.020
69 C -0.287 2.882 2.456
70 O 0.211 5.254 6.468
71 C 1.297 6.153 6.774
72 C 2.002 6.652 5.527
73 H 0.499 1.576 7.325
74 H -1.234 1.588 7.646
75 H 0.782 3.667 8.636
76 H -0.090 2.488 9.619
77 H -0.960 3.818 8.827
78 H 1.422 4.074 3.031
79 H 0.080 4.994 2.386
80 H -0.295 2.072 3.185
81 H 0.253 2.544 1.572
82 H -1.327 3.066 2.175
83 H 2.006 5.651 7.439
84 H 0.867 6.989 7.323
85 H 2.492 5.832 4.993
86 H 2.767 7.385 5.788
87 H 1.291 7.108 4.839
88 O 2.349 0.045 -6.121
89 P 3.626 0.676 -6.551
90 O 4.648 0.483 -5.300
91 C 5.135 -0.828 -5.005
92 C 6.107 -1.337 -6.056
93 O 3.284 2.268 -6.403
94 C 1.941 2.709 -6.207
95 C 1.603 2.810 -4.733
96 O 4.802 1.026 -7.649
97 C 4.563 0.658 -9.024
98 C 3.338 1.343 -9.599
99 H 4.293 -1.517 -4.892
100 H 5.639 -0.760 -4.042
101 H 5.598 -1.521 -7.006
102 H 6.564 -2.274 -5.735
103 H 6.891 -0.605 -6.244
104 H 1.242 2.055 -6.727
105 H 1.856 3.693 -6.672
106 H 1.936 1.934 -4.176
107 H 0.529 2.926 -4.590
108 H 2.103 3.672 -4.287
109 H 4.461 -0.429 -9.094
110 H 5.451 0.942 -9.585
111 H 2.425 1.023 -9.085
112 H 3.227 1.102 -10.657
113 H 3.412 2.424 -9.486

---

(2)
Computed, not measured: a structure of composition C30H62N2O22S4, with wB97M-V/def2-TZVPD.

Values from the calculation:
Energy, Eh: -4536.1831
HOMO-LUMO gap, eV: 7.0
Spin multiplicity: 1

Cartesian coordinates (Å):
1 C 3.490 -21.603 -18.848
2 C 4.024 -22.797 -19.610
3 O 4.336 -22.752 -20.797
4 N 4.104 -23.949 -18.972
5 C 4.629 -25.211 -19.489
6 H 3.297 -21.872 -17.809
7 H 2.541 -21.318 -19.304
8 H 4.200 -20.776 -18.861
9 H 3.877 -23.993 -17.989
10 H 5.693 -25.347 -19.295
11 H 4.449 -25.390 -20.549
12 H 4.171 -26.049 -18.963
13 C 3.467 -20.018 -21.234
14 C 4.786 -19.742 -21.994
15 O 5.067 -20.229 -23.095
16 N 5.520 -18.898 -21.326
17 C 6.841 -18.441 -21.818
18 H 3.601 -20.855 -20.550
19 H 2.653 -20.155 -21.946
20 H 3.270 -19.136 -20.623
21 H 5.211 -18.601 -20.412
22 H 7.572 -19.045 -21.280
23 H 7.062 -17.453 -21.416
24 H 6.941 -18.293 -22.893
25 C -0.380 -22.310 -20.012
26 C -1.075 -20.949 -20.141
27 O -0.138 -19.914 -19.983
28 S 1.304 -20.436 -20.640
29 O 2.477 -19.981 -19.900
30 O 1.250 -20.352 -22.107
31 O 0.987 -22.011 -20.177
32 H -0.507 -23.036 -20.816
33 H -0.503 -22.706 -19.004
34 H -1.847 -20.839 -19.380
35 H -1.526 -21.000 -21.132
36 C 5.177 -22.657 -22.507
37 C 6.343 -22.071 -21.748
38 O 7.402 -22.801 -22.351
39 S 7.328 -22.717 -24.043
40 O 7.892 -23.886 -24.706
41 O 7.638 -21.340 -24.513
42 O 5.597 -22.858 -23.867
43 H 4.300 -22.011 -22.534
44 H 4.860 -23.602 -22.064
45 H 6.293 -22.335 -20.691
46 H 6.480 -20.993 -21.835
47 C 6.960 -19.065 -24.603
48 C 8.459 -19.080 -24.373
49 O 8.939 -17.733 -24.616
50 S 7.667 -16.721 -24.210
51 O 7.712 -15.461 -24.948
52 O 7.471 -16.685 -22.799
53 O 6.631 -17.748 -24.838
54 H 6.455 -19.553 -23.770
55 H 6.515 -19.639 -25.416
56 H 8.943 -19.789 -25.046
57 H 8.784 -19.376 -23.375
58 C 4.503 -21.349 -25.003
59 C 3.461 -20.438 -24.431
60 O 3.129 -19.717 -25.541
61 S 4.453 -19.291 -26.530
62 O 5.138 -18.122 -25.901
63 O 3.967 -19.095 -27.887
64 O 5.035 -20.794 -26.169
65 H 4.118 -22.330 -25.285
66 H 5.426 -21.291 -24.427
67 H 3.915 -19.815 -23.660
68 H 2.646 -20.914 -23.886
69 C 5.116 -17.178 -17.701
70 C 4.359 -18.332 -17.180
71 C 4.173 -19.265 -18.459
72 O 5.117 -18.824 -19.399
73 C 6.020 -17.890 -18.775
74 H 5.654 -16.521 -17.017
75 H 4.472 -16.466 -18.218
76 H 3.354 -18.199 -16.778
77 H 4.904 -18.730 -16.324
78 H 3.158 -19.172 -18.845
79 H 4.315 -20.329 -18.272
80 H 6.416 -17.146 -19.467
81 H 6.857 -18.279 -18.194
82 C 4.894 -13.913 -20.918
83 C 4.254 -15.286 -21.347
84 C 5.162 -16.275 -20.629
85 O 5.465 -15.653 -19.357
86 C 5.160 -14.224 -19.397
87 H 4.196 -13.081 -21.003
88 H 5.851 -13.683 -21.386
89 H 4.345 -15.328 -22.432
90 H 3.233 -15.419 -20.991
91 H 6.007 -16.461 -21.292
92 H 4.679 -17.245 -20.510
93 H 5.916 -13.522 -19.046
94 H 4.226 -14.067 -18.858
95 C 9.569 -20.574 -22.223
96 C 8.824 -20.783 -20.903
97 C 9.515 -21.967 -20.220
98 O 10.859 -21.901 -20.803
99 C 11.008 -20.814 -21.703
100 H 9.439 -19.576 -22.642
101 H 9.290 -21.299 -22.988
102 H 7.768 -20.980 -21.089
103 H 8.889 -19.909 -20.255
104 H 9.057 -22.949 -20.340
105 H 9.499 -21.874 -19.134
106 H 11.743 -21.092 -22.458
107 H 11.331 -19.930 -21.152
108 C 2.914 -17.918 -23.424
109 C 4.276 -17.295 -23.439
110 C 4.109 -16.091 -24.321
111 O 2.698 -15.761 -24.296
112 C 1.993 -16.700 -23.458
113 H 2.698 -18.577 -22.583
114 H 2.803 -18.524 -24.323
115 H 5.020 -17.954 -23.886
116 H 4.628 -17.031 -22.441
117 H 4.570 -16.125 -25.308
118 H 4.566 -15.284 -23.749
119 H 1.062 -16.926 -23.979
120 H 1.722 -16.329 -22.470

---

(3)
Computed, not measured: a cluster of 6 separate species, C30H62NO17 in total, with wB97M-V/def2-TZVPD.

Values from the calculation:
Energy, Eh: -2513.7394
Net charge: +1
HOMO-LUMO gap, eV: 8.1
Spin multiplicity: 1

Cartesian coordinates (Å):
1 C -0.303 -1.664 3.816
2 C -1.634 -1.175 2.975
3 C -1.474 -1.262 1.347
4 C -2.932 -1.966 3.592
5 C -3.375 -3.317 2.763
6 C -4.249 -0.963 3.833
7 O -5.386 -1.338 2.984
8 C -6.670 -1.298 3.693
9 C -7.653 -0.204 2.899
10 N -8.514 -0.839 1.829
11 C -9.242 -2.093 2.265
12 C -8.683 -2.673 3.693
13 O -7.212 -2.670 3.692
14 H 0.667 -1.482 3.186
15 H -0.482 -2.774 4.142
16 H -0.251 -0.984 4.795
17 H -1.776 -0.021 3.240
18 H -2.193 -0.490 0.788
19 H -1.543 -2.341 0.897
20 H -0.371 -0.879 1.099
21 H -2.601 -2.347 4.674
22 H -4.377 -3.730 3.251
23 H -3.494 -3.169 1.609
24 H -2.558 -4.158 2.970
25 H -4.456 -0.966 4.984
26 H -3.937 0.140 3.538
27 H -6.625 -0.925 4.800
28 H -7.015 0.661 2.420
29 H -8.336 0.288 3.745
30 H -9.254 -0.116 1.579
31 H -7.999 -1.029 0.933
32 H -10.412 -1.905 2.409
33 H -9.104 -2.910 1.433
34 H -9.145 -2.145 4.649
35 H -9.015 -3.812 3.765
36 C 3.376 1.001 -3.188
37 C 2.154 1.897 -3.066
38 O 1.384 1.562 -1.905
39 C 1.895 1.978 -0.720
40 O 2.930 2.605 -0.563
41 O 1.069 1.552 0.269
42 C 1.548 1.835 1.580
43 H 3.082 -0.053 -3.170
44 H 3.913 1.206 -4.118
45 H 4.067 1.152 -2.354
46 H 1.505 1.742 -3.934
47 H 2.429 2.959 -3.054
48 H 1.776 2.900 1.701
49 H 2.432 1.225 1.793
50 H 0.763 1.569 2.294
51 C 2.402 6.746 -8.290
52 C 2.760 5.298 -7.997
53 O 2.463 4.958 -6.638
54 C 1.151 4.764 -6.353
55 O 0.224 4.847 -7.143
56 O 1.042 4.488 -5.030
57 C -0.303 4.364 -4.576
58 H 2.891 7.415 -7.574
59 H 2.708 7.022 -9.302
60 H 1.325 6.917 -8.199
61 H 3.838 5.160 -8.131
62 H 2.259 4.608 -8.687
63 H -0.859 3.630 -5.170
64 H -0.797 5.341 -4.610
65 H -0.283 4.022 -3.538
66 C -1.058 -7.182 8.123
67 C -1.691 -6.222 9.118
68 O -2.192 -5.053 8.459
69 C -3.351 -5.216 7.772
70 O -3.991 -6.251 7.676
71 O -3.663 -4.033 7.185
72 C -4.811 -4.095 6.343
73 H -0.291 -6.672 7.533
74 H -0.605 -8.031 8.641
75 H -1.798 -7.568 7.416
76 H -0.929 -5.885 9.828
77 H -2.483 -6.706 9.702
78 H -5.677 -4.500 6.877
79 H -4.588 -4.697 5.455
80 H -5.051 -3.078 6.020
81 C 4.948 -2.631 -8.059
82 C 3.597 -3.296 -7.858
83 O 2.755 -2.506 -7.010
84 C 2.207 -1.406 -7.584
85 O 2.363 -1.045 -8.739
86 O 1.475 -0.758 -6.643
87 C 0.926 0.478 -7.091
88 H 5.415 -2.410 -7.094
89 H 5.614 -3.277 -8.638
90 H 4.850 -1.679 -8.589
91 H 3.739 -4.258 -7.356
92 H 3.099 -3.501 -8.813
93 H 0.344 0.347 -8.009
94 H 1.729 1.207 -7.244
95 H 0.259 0.857 -6.312
96 C 6.325 4.166 -0.947
97 C 6.103 3.342 0.310
98 O 7.350 2.978 0.914
99 C 7.987 3.967 1.590
100 O 7.592 5.113 1.729
101 O 9.156 3.468 2.065
102 C 9.976 4.439 2.710
103 H 6.988 3.639 -1.640
104 H 5.374 4.370 -1.448
105 H 6.802 5.123 -0.718
106 H 5.594 2.409 0.045
107 H 5.462 3.865 1.031
108 H 9.429 4.959 3.503
109 H 10.357 5.153 1.972
110 H 10.826 3.921 3.161